The following is a DFT calculation (ωB97M-V/def2-TZVPD) of a cluster of 11 separate species, C35H65N3O23 in total in a non-equilibrium geometry.

The calculation puts the HOMO-LUMO gap at 9.69 eV. Its HOMO energy is -0.3550 Eh. The value obtained for the energy above the lowest of the compared OMol25 structures with the same formula, charge and spin is 138.58 kcal per mole. Its SMILES is C[C@H]1COC(=O)O1.C[C@H]1COC(=O)O1.C[C@H]1COC(=O)O1.C[C@H]1COC(=O)O1.C[C@H]1COC(=O)O1.C[C@H]1COC(=O)O1.CN(C)C=O.CN(C)C=O.CN(C)C=O.CO.CO. Its calculated total energy is -3267.29255 hartree.

CARTESIAN COORDINATES (ANGSTROEM)
C  -0.352  -0.710  0.487
C  0.083  0.566  -0.191
C  0.997  1.477  0.709
O  2.190  1.382  -0.026
C  1.950  0.803  -1.288
O  2.824  0.685  -2.141
O  0.744  0.327  -1.413
H  -0.956  -1.109  -0.327
H  -0.774  -0.423  1.450
H  0.479  -1.400  0.633
H  -0.801  1.167  -0.404
H  0.941  0.999  1.687
H  0.784  2.518  0.953
C  -6.717  1.334  -0.402
C  -5.179  1.040  -0.419
C  -4.573  -0.155  0.218
O  -3.867  -0.742  -0.833
C  -3.943  -0.021  -1.874
O  -3.315  -0.198  -2.910
O  -4.692  1.004  -1.698
H  -7.240  0.499  -0.870
H  -6.880  2.302  -0.875
H  -7.111  1.438  0.609
H  -4.699  1.908  0.032
H  -5.189  -0.817  0.828
H  -3.842  0.242  0.922
C  -0.187  -2.465  -3.976
C  -0.642  -3.694  -3.178
C  -1.195  -4.765  -4.106
O  -0.348  -5.803  -3.985
C  0.625  -5.592  -3.107
O  1.468  -6.406  -2.661
O  0.593  -4.317  -2.651
H  -0.922  -1.990  -4.625
H  0.703  -2.751  -4.536
H  0.060  -1.741  -3.199
H  -1.271  -3.435  -2.326
H  -1.090  -4.313  -5.093
H  -2.233  -5.035  -3.911
C  2.534  3.948  -3.978
C  1.891  3.234  -5.230
C  2.152  1.708  -5.499
O  0.856  1.171  -5.628
C  -0.045  2.193  -5.390
O  -1.311  2.087  -5.404
O  0.526  3.376  -5.107
H  2.033  4.385  -3.115
H  3.118  4.811  -4.301
H  3.177  3.195  -3.523
H  2.115  3.914  -6.052
H  2.711  1.192  -4.718
H  2.538  1.676  -6.518
C  1.243  1.496  7.310
C  0.906  1.617  5.787
C  -0.419  2.243  5.258
O  0.030  2.983  4.154
C  1.380  3.075  4.137
O  1.982  3.613  3.226
O  1.827  2.503  5.225
H  0.529  0.854  7.826
H  1.345  2.487  7.753
H  2.193  0.964  7.366
H  1.285  0.748  5.248
H  -0.949  2.676  6.107
H  -1.123  1.509  4.867
C  7.093  -0.671  -2.759
C  6.008  0.450  -2.639
C  6.069  1.183  -1.202
O  6.921  2.223  -1.643
C  6.814  2.471  -2.953
O  7.327  3.288  -3.654
O  6.165  1.517  -3.532
H  7.067  -1.376  -1.928
H  8.101  -0.258  -2.796
H  6.934  -1.271  -3.655
H  5.044  -0.053  -2.718
H  6.511  0.516  -0.463
H  5.080  1.546  -0.922
C  -0.431  -6.062  3.098
N  -0.468  -5.292  1.901
C  0.742  -4.528  1.467
C  -1.473  -5.576  1.009
O  -1.452  -5.055  -0.096
H  -0.400  -5.309  3.886
H  0.506  -6.609  3.198
H  -1.348  -6.649  3.135
H  1.286  -3.805  2.073
H  1.383  -5.354  1.155
H  0.634  -3.844  0.625
H  -2.237  -6.195  1.504
C  -2.523  -2.256  3.751
N  -2.375  -1.710  5.058
C  -3.522  -1.051  5.580
C  -1.284  -2.014  5.832
O  -1.185  -1.606  7.015
H  -3.434  -2.838  3.611
H  -1.697  -2.721  3.214
H  -2.718  -1.268  3.335
H  -4.427  -1.614  5.811
H  -3.449  -0.512  6.524
H  -3.833  -0.268  4.889
H  -0.543  -2.657  5.332
C  -2.425  3.345  -2.713
N  -2.039  4.199  -1.531
C  -1.432  5.529  -1.678
C  -2.246  3.674  -0.295
O  -1.981  4.223  0.761
H  -3.350  2.837  -2.438
H  -1.727  2.560  -3.004
H  -2.681  3.933  -3.595
H  -2.105  6.306  -1.315
H  -0.484  5.516  -1.139
H  -1.246  5.656  -2.744
H  -2.712  2.676  -0.270
C  -3.335  2.460  2.984
O  -2.221  2.027  2.259
H  -3.130  3.519  3.141
H  -4.301  2.334  2.497
H  -3.458  2.127  4.015
H  -1.862  2.821  1.856
C  3.723  -2.932  -0.569
O  4.468  -1.762  -0.553
H  2.638  -2.830  -0.594
H  3.922  -3.622  -1.389
H  3.975  -3.509  0.322
H  4.177  -1.323  -1.356